Below is C35H33N6O2P2RuS as an isolated structure, with properties calculated with ωB97M-V/def2-TZVPD.

Cartesian coordinates (Å):
Ru1 -0.3994 0.5907 -0.2667
C1 0.5394 -2.8539 1.8847
C2 0.8324 -1.4922 2.5291
P1 -0.6213 -0.6953 3.3867
C3 0.1943 -0.1791 4.9534
C4 0.7571 -1.1880 5.7396
C5 1.3263 -0.8988 6.9686
C6 1.3261 0.4061 7.4443
C7 0.7478 1.4107 6.6856
C8 0.1829 1.1220 5.4491
C9 -0.7733 0.9475 2.5745
C10 -2.0636 1.4988 2.6636
C11 -2.2980 2.8513 2.4787
C12 -1.2378 3.7074 2.2028
C13 0.0488 3.1998 2.1157
C14 0.2759 1.8425 2.2910
C15 0.4292 -2.8106 0.3631
P2 -0.8203 -1.6727 -0.3633
C16 -0.9318 -2.3224 -2.0634
C17 0.1462 -2.8793 -2.7430
C18 0.0084 -3.2909 -4.0620
C19 -1.2081 -3.1505 -4.7107
C20 -2.2924 -2.6036 -4.0361
C21 -2.1559 -2.1911 -2.7218
C22 -2.3440 -2.3034 0.3807
C23 -2.6833 -3.6493 0.2211
C24 -3.8189 -4.1507 0.8288
C25 -4.6238 -3.3136 1.5968
C26 -4.2997 -1.9775 1.7481
C27 -3.1579 -1.4766 1.1366
H1 -0.3658 -3.2911 2.3125
H2 1.3529 -3.5448 2.1161
H3 1.1800 -0.8222 1.7448
H4 1.6198 -1.5922 3.2770
H5 0.7389 -2.2177 5.3964
H6 1.7580 -1.6940 7.5622
H7 1.7632 0.6337 8.4073
H8 0.7293 2.4274 7.0560
H9 -0.2724 1.9240 4.8816
H10 -2.8920 0.8569 2.9440
H11 -3.3036 3.2423 2.5631
H12 -1.4161 4.7645 2.0598
H13 0.8807 3.8621 1.9147
H14 1.3051 1.5155 2.3110
H15 0.1835 -3.8076 -0.0095
H16 1.3992 -2.5423 -0.0700
H17 1.1058 -3.0124 -2.2555
H18 0.8521 -3.7307 -4.5780
H19 -1.3153 -3.4734 -5.7376
H20 -3.2463 -2.4962 -4.5349
H21 -3.0080 -1.7641 -2.2044
H22 -2.0700 -4.2926 -0.4008
H23 -4.0875 -5.1904 0.6985
H24 -5.5157 -3.7087 2.0649
H25 -4.9387 -1.3248 2.3280
H26 -2.9066 -0.4291 1.2190
O1 -1.1625 2.6739 -0.4475
N1 -2.0021 1.7203 -0.5112
C28 -3.2749 1.9188 -0.6811
C29 -3.7841 3.2555 -0.7176
N2 -4.1794 4.3335 -0.7012
C30 -4.1285 0.8076 -0.9457
N3 -4.8364 -0.0628 -1.1934
S1 -1.1613 1.0519 -3.4240
C31 -0.2853 0.6062 -2.1809
C32 5.5005 -0.0478 -0.5412
N4 4.0767 0.0084 -0.8227
C33 3.5019 -0.0278 -2.1491
C34 2.0568 0.1304 -1.8038
O2 1.1803 0.1801 -2.6950
N5 1.8427 0.2395 -0.4914
C35 3.1015 0.1923 0.0655
N6 3.3594 0.3262 1.3545
H27 6.0007 -0.5091 -1.3886
H28 5.6910 -0.6730 0.3311
H29 5.9175 0.9481 -0.3854
H30 3.6896 -0.9730 -2.6627
H31 3.8386 0.7963 -2.7815
H32 2.6174 0.3042 2.0321
H33 4.3067 0.3160 1.6919

Output
* relative energy (zero: lowest compared OMol25 entry of this formula, charge and spin): 0.5131 eV
* charge: +1
* multiplicity: 1
* HOMO level: -10.79 eV
* strongest force on any atom: 0.70 eV/Å
* Kohn-Sham gap: 7.62 eV